(1)
Entry from OMol25: 2 unconnected molecules or ions with the total composition C5H17N2O (the ωB97M-V functional and the def2-TZVPD basis).

Cartesian coordinates (Å):
C1 0.125950 0.228112 1.605188
N1 0.947364 0.119534 0.370754
C2 1.789873 -1.070150 0.239953
C3 3.134052 -0.653798 -0.402917
C4 -1.048333 1.152809 1.243095
N2 -1.585780 0.673452 -0.083512
C5 -2.725361 1.473786 -0.613478
H1 -0.245851 -0.729917 1.962444
H2 0.767229 0.680893 2.336658
H3 1.575155 0.889604 0.381262
H4 2.077035 -1.652024 1.110771
H5 1.379472 -1.673576 -0.540084
H6 2.990518 0.075680 -1.197964
H7 3.645796 -1.495452 -0.858040
H8 3.807163 -0.287005 0.373518
H9 -0.647248 2.140032 1.056305
H10 -1.858730 1.089026 1.955856
H11 -1.876631 -0.298663 0.006784
H12 -0.785277 0.693125 -0.714752
H13 -3.424476 0.844137 -1.156722
H14 -2.364778 2.225469 -1.306096
H15 -3.234435 1.984743 0.199974
H16 -1.584029 -2.285524 -2.133886
H17 -0.079839 -2.370324 -1.798324
O1 -0.778839 -1.753969 -2.036788

Cartesian forces (eV/Å) of the 2 atoms listed first:
0.1 0.3 -1.3
-0.6 -0.9 0.9

HOMO level = -0.4879 Eh
energy above the lowest of the compared OMol25 structures with the same formula, charge and spin = 25.8 kcal/mol
multiplicity = 1
M = 121.204 g/mol
net charge = +1
frontier orbital gap = 10.426 eV

(2)
Entry from OMol25: C3H2FN3S in the gas phase (the ωB97M-V functional and the def2-TZVPD basis).

Cartesian coordinates (Å):
C1 -0.606722 0.726248 -0.139427
C2 0.774530 0.873144 -0.147056
C3 -1.276329 -0.578173 -0.035909
H1 1.263820 1.812608 -0.119702
H2 2.394746 -0.280501 0.142046
N1 1.434876 -0.299945 -0.050838
N2 0.863606 -1.581083 0.056770
N3 -0.454364 -1.697522 0.160996
F1 -1.507448 1.749018 0.200957
S1 -2.886718 -0.723797 -0.067835

Cartesian forces (eV/Å) of the 2 atoms listed first:
-0.5 0.8 1.7
-4.1 -0.8 0.5

HOMO level = -0.3174 Eh
energy above the lowest of the compared OMol25 structures with the same formula, charge and spin = 36.6 kcal/mol
SMILES = Fc1c[nH]nnc1=S
multiplicity = 1
M = 131.135 g/mol
frontier orbital gap = 7.677 eV

(3)
Entry from OMol25: a molecular structure, C38H52BBrF2N4ORuS8Si (the ωB97M-V functional and the def2-TZVPD basis).

Cartesian coordinates (Å):
Ru1 -0.693228 0.117002 1.539352
S1 -1.911633 0.727535 8.686689
C1 -1.640261 0.553079 7.056239
S2 -2.790144 0.959418 5.848203
C2 -1.839808 0.535532 4.451612
C3 -0.609105 0.064200 4.705200
S3 0.499760 -0.399754 3.435362
S4 -0.176712 -0.049140 6.388708
S5 -2.486364 0.742954 2.838507
N1 -0.328805 -4.876403 -2.257102
C4 -0.739401 -4.367892 -1.306072
C5 -1.254037 -3.740691 -0.129463
C6 -2.182613 -4.412742 0.732385
C7 -2.571425 -3.689305 1.863321
C8 -2.137896 -2.415577 2.102927
N2 -1.266146 -1.741009 1.221140
C9 -0.836564 -2.467030 0.161721
H1 -2.526019 -5.413533 0.521173
H2 -3.251246 -4.135425 2.581203
H3 -2.425529 -1.854099 2.975036
H4 -0.137757 -1.972894 -0.503745
C10 6.299242 -0.061187 -1.178888
C11 4.811534 0.304317 -1.033223
C12 4.228808 0.538900 -2.434852
C13 4.722548 1.650918 -0.294943
Si1 3.867600 -1.119390 -0.157072
Br1 1.927490 -0.110958 0.491026
C14 3.363502 -2.534101 -1.334869
C15 2.774269 -3.694590 -0.515555
C16 2.302716 -2.107138 -2.374260
C17 4.582595 -3.073746 -2.105547
C18 4.664393 -1.683788 1.487206
C19 5.833702 -2.644454 1.207362
C20 5.197154 -0.475281 2.271880
C21 3.667607 -2.395918 2.418567
H5 6.801900 0.712877 -1.770040
H6 6.452793 -1.014482 -1.689181
H7 6.805349 -0.114631 -0.213872
H8 4.685981 1.440195 -2.858567
H9 3.147602 0.692346 -2.411894
H10 4.439346 -0.286258 -3.115647
H11 5.303149 2.389273 -0.859919
H12 5.120255 1.619810 0.717331
H13 3.694390 2.009373 -0.235307
H14 1.931235 -3.385832 0.106697
H15 3.521104 -4.158154 0.129892
H16 2.406026 -4.459139 -1.203924
H17 1.547914 -1.429782 -1.970882
H18 1.781001 -2.999996 -2.730185
H19 2.753665 -1.618602 -3.237460
H20 5.368231 -3.448574 -1.446490
H21 5.024818 -2.320812 -2.761091
H22 4.257816 -3.907030 -2.737475
H23 6.593743 -2.217151 0.549006
H24 5.493514 -3.581078 0.763084
H25 6.321713 -2.891821 2.156450
H26 6.021311 0.028950 1.764804
H27 5.574140 -0.829833 3.236885
H28 4.410315 0.254025 2.477753
H29 3.287770 -3.329675 2.011252
H30 2.814484 -1.770130 2.678219
H31 4.189890 -2.631602 3.352731
F1 -2.381576 -1.005278 -2.470792
B1 -2.070748 -0.033693 -1.629553
F2 -0.783364 0.325294 -1.563769
O1 -2.967834 0.721591 -0.940914
C22 -4.394905 0.673198 -1.204437
C23 -5.059600 1.467504 -0.099113
C24 -4.573188 2.543621 0.573145
C25 -5.527693 3.098863 1.470683
C26 -6.716978 2.441640 1.440395
S6 -6.683138 1.121325 0.358064
C27 -4.868844 -0.764676 -1.169276
C28 -4.700234 -1.615213 -0.117978
C29 -5.205701 -2.913304 -0.389512
C30 -5.766114 -3.001090 -1.628956
S7 -5.664707 -1.526566 -2.479385
C31 -4.634856 1.342070 -2.556579
C32 -3.753980 1.470703 -3.590423
C33 -4.298082 2.163498 -4.708258
C34 -5.583789 2.548834 -4.488449
S8 -6.128448 2.095529 -2.939181
H32 -3.566410 2.919891 0.468306
H33 -5.317278 3.933939 2.123580
H34 -7.602493 2.638641 2.023932
H35 -4.201476 -1.330962 0.801748
H36 -5.144162 -3.738954 0.304378
H37 -6.226846 -3.860514 -2.090121
H38 -2.742816 1.087802 -3.589157
H39 -3.753885 2.359673 -5.620976
H40 -6.239356 3.086823 -5.155218
C35 -1.998653 4.921598 -0.707784
C36 -0.733883 4.276933 -0.148174
C37 -0.068360 5.209804 0.855987
C38 0.231685 3.952215 -1.296816
N3 -1.201540 3.066647 0.547011
N4 -0.183080 2.269962 1.130291
H41 -1.756281 5.840026 -1.245838
H42 -2.692188 5.155642 0.100769
H43 -2.506664 4.245868 -1.403791
H44 0.196307 6.152898 0.373949
H45 0.849675 4.779592 1.261396
H46 -0.746490 5.418761 1.685424
H47 0.429117 4.841875 -1.898782
H48 -0.195881 3.187773 -1.951736
H49 1.196422 3.587868 -0.934057
H50 -1.686544 2.466929 -0.111924
H51 0.099325 2.672135 2.016641
H52 0.637858 2.193203 0.533854

Cartesian forces (eV/Å) of the 2 atoms listed first:
0.3 0.4 -0.8
0.0 0.0 -0.1

HOMO level (alpha / beta) = -0.0876 / -0.1287 Eh
energy above the lowest of the compared OMol25 structures with the same formula, charge and spin = 11.9 kcal/mol
<S²> = 0.91
multiplicity = 2
M = 1095.265 g/mol
net charge = -1
frontier orbital gap (alpha / beta) = 4.295 / 5.414 eV

(4)
Entry from OMol25: a molecular structure, C27H34F3GeN4O8SSeTi (the ωB97M-V functional and the def2-TZVPD basis).

Cartesian coordinates (Å):
Ti1 -0.450873 0.185069 -1.666158
N1 -2.167577 1.226604 -0.683485
C1 -2.321444 2.642405 -0.310649
C2 -2.197022 3.572461 -1.510446
C3 -0.755601 3.748618 -2.021160
C4 -0.477731 3.102471 -3.370778
N2 -0.746982 1.660762 -3.392025
H1 -2.869823 1.037668 -1.426420
H2 -2.420756 0.660381 0.118662
H3 -1.567028 2.890017 0.442132
H4 -3.302179 2.787205 0.155594
H5 -2.604724 4.542578 -1.212824
H6 -2.843788 3.191154 -2.307994
H7 -0.068384 3.317917 -1.291777
H8 -0.518744 4.813503 -2.111185
H9 0.575501 3.250650 -3.620075
H10 -1.074882 3.606940 -4.141587
H11 -0.315421 1.218131 -4.199087
H12 -1.752476 1.483993 -3.532530
N3 3.097333 2.201531 -1.022493
C5 2.265583 1.083361 -0.825548
O1 0.969354 1.276081 -1.034238
C6 2.879906 -0.268241 -0.706285
C7 1.974736 -1.397676 -0.193297
H13 2.544858 3.049353 -1.020538
H14 3.810544 2.263048 -0.298381
H15 3.740839 -0.163794 -0.029187
H16 3.287547 -0.563876 -1.689534
H17 2.525303 -2.071133 0.465177
H18 1.549731 -1.959884 -1.020812
C8 4.218729 1.258142 3.255710
C9 3.333879 2.057824 2.536137
C10 2.169722 1.511694 2.010908
C11 1.835900 0.161056 2.179861
C12 2.737969 -0.611907 2.912121
C13 3.907293 -0.077929 3.451837
Ge1 0.339683 -0.730543 1.143434
C14 0.147262 -2.460605 2.141521
C15 0.540198 -3.661725 1.542911
C16 0.370364 -4.891754 2.171088
C17 -0.215341 -4.955840 3.426006
C18 -0.624955 -3.779091 4.040620
C19 -0.444437 -2.556783 3.405468
C20 -1.175166 0.278143 2.296913
C21 -2.526705 -0.092600 2.221346
C22 -3.526911 0.560493 2.930176
C23 -3.216431 1.628753 3.762288
C24 -1.887402 2.003820 3.882940
C25 -0.894757 1.340112 3.166115
H19 5.133495 1.676610 3.660745
H20 3.555458 3.109120 2.381412
H21 1.482976 2.162728 1.478039
H22 2.526342 -1.666153 3.065776
H23 4.577418 -0.713241 4.021940
H24 0.973256 -3.648667 0.550397
H25 0.689603 -5.798167 1.668961
H26 -0.357835 -5.911894 3.917734
H27 -1.095659 -3.811427 5.017709
H28 -0.771628 -1.656187 3.912846
H29 -2.807620 -0.946096 1.617624
H30 -4.555644 0.229203 2.832102
H31 -3.992173 2.142227 4.318981
H32 -1.613387 2.817439 4.547790
H33 0.127955 1.652648 3.324695
N4 -1.445300 -3.811465 -1.466972
C26 -1.957062 -2.941243 -0.800420
H34 -1.039440 -3.539734 -2.372840
F1 1.612186 -2.481827 -6.230192
C27 1.842669 -1.883859 -5.046253
F2 2.691283 -2.669018 -4.360206
F3 2.494208 -0.736776 -5.306223
S1 0.263110 -1.595709 -4.140928
O2 -0.143210 -2.964411 -3.904592
O3 -0.402506 -0.746986 -5.095850
O4 0.878477 -0.876330 -2.973607
O5 -2.463705 -2.183267 -0.064625
Se1 -3.410227 -0.930605 -3.150290
O6 -3.557077 0.736019 -3.049462
O7 -1.633890 -1.047055 -2.645503
O8 -3.456770 -1.334434 -4.729259

Cartesian forces (eV/Å) of the 2 atoms listed first:
-0.7 0.3 -0.4
-0.2 0.1 -0.2

HOMO level (alpha / beta) = 0.0045 / -0.1070 Eh
<S²> = 3.77
multiplicity = 4
M = 831.087 g/mol
net charge = -2
frontier orbital gap (alpha / beta) = 4.136 / 7.120 eV

(5)
Entry from OMol25: C16H18N4O3S2 in the gas phase (the ωB97M-V functional and the def2-TZVPD basis).

Cartesian coordinates (Å):
C1 6.013106 1.141203 0.444155
C2 4.873105 0.387113 -0.221768
O1 3.741748 1.236648 -0.225362
C3 2.585894 0.796749 -0.781675
C4 2.399092 -0.455565 -1.360232
C5 1.170404 -0.792267 -1.898189
C6 0.111266 0.106105 -1.874082
C7 0.293898 1.360748 -1.299142
C8 1.516011 1.694756 -0.758685
H1 1.670881 2.662452 -0.309090
H2 -0.520866 2.064129 -1.275865
N1 -1.113420 -0.311130 -2.421968
C9 -2.334962 0.233157 -2.242987
O2 -2.576248 1.292381 -1.706984
C10 -3.479187 -0.622214 -2.794641
H3 -3.583309 -0.459881 -3.868442
H4 -4.405555 -0.324076 -2.302186
S1 -3.236779 -2.424650 -2.605378
C11 -2.671337 -2.488201 -0.963935
N2 -1.923543 -3.431433 -0.516179
N3 -1.563125 -3.282428 0.745228
C12 -2.013370 -2.204302 1.302930
N4 -1.687698 -1.874010 2.580860
C13 -1.725221 -0.653230 3.247128
O3 -1.106069 -0.541782 4.276888
C14 -2.535291 0.419113 2.616501
H5 -3.533117 0.117974 2.321911
C15 -1.817439 1.425001 1.745095
C16 -2.331881 1.830643 3.084590
H6 -3.197430 2.471985 3.137098
H7 -1.618233 1.976843 3.880764
H8 -2.323077 1.763114 0.852899
H9 -0.751162 1.302921 1.620394
H10 -1.112347 -2.575625 3.039124
S2 -3.033345 -1.243770 0.242802
H11 -1.077766 -1.214200 -2.881663
H12 1.034708 -1.771141 -2.336453
H13 3.197520 -1.179138 -1.396138
H14 4.651181 -0.534027 0.334831
H15 5.145971 0.119118 -1.252090
H16 6.903944 0.520094 0.466670
H17 6.226169 2.052866 -0.107220
H18 5.736881 1.407957 1.460488

Cartesian forces (eV/Å) of the 2 atoms listed first:
-0.4 -0.1 -0.2
0.3 -0.2 0.0

HOMO level = -0.3014 Eh
energy above the lowest of the compared OMol25 structures with the same formula, charge and spin = 11.3 kcal/mol
SMILES = CCOc1ccc(NC(=O)CSc2nnc(NC(=O)C3CC3)s2)cc1
multiplicity = 1
M = 378.479 g/mol
frontier orbital gap = 8.559 eV

(6)
Entry from OMol25: C21H22F2N2O3 in the gas phase (the ωB97M-V functional and the def2-TZVPD basis).

Cartesian coordinates (Å):
C1 -2.835351 -3.376269 0.517404
C2 -3.446489 -2.364216 -0.441227
C3 -2.402865 -1.475818 -1.077009
O1 -1.223721 -1.556180 -0.839157
C4 -2.951338 -0.458848 -2.030292
C5 -3.726435 -0.830276 -3.116963
C6 -4.157971 0.137553 -4.005932
C7 -3.839653 1.470372 -3.836921
C8 -3.075481 1.848731 -2.746597
C9 -2.628978 0.897164 -1.835053
O2 -1.910754 1.170805 -0.718775
C10 -1.451686 2.486299 -0.495871
H1 -0.770702 2.806972 -1.298433
C11 -0.727215 2.570242 0.854678
O3 -1.035392 3.445147 1.643580
N1 0.237827 1.671344 1.105216
C12 0.785745 0.680802 0.207919
H2 0.687810 -0.307076 0.671361
C13 2.276033 0.975862 -0.041677
N2 3.008472 1.022535 1.205370
C14 3.593255 -0.129636 1.713887
C15 4.327139 -0.966551 0.862257
C16 4.975190 -2.087425 1.336335
C17 4.909516 -2.384663 2.685205
C18 4.210196 -1.576475 3.558599
C19 3.554491 -0.460804 3.072905
H3 3.004039 0.144703 3.774448
H4 4.172448 -1.824991 4.607562
F1 5.545704 -3.482561 3.156698
H5 5.538006 -2.724707 0.672812
H6 4.414060 -0.727837 -0.185776
C20 2.433475 2.016121 2.084375
H7 2.510659 2.984623 1.576690
C21 0.952131 1.733761 2.366733
H8 0.840134 0.773873 2.881460
H9 0.509334 2.528822 2.967947
H10 3.004828 2.077039 3.009266
H11 2.378411 1.949530 -0.534605
H12 2.678190 0.207768 -0.697883
H13 0.244767 0.654161 -0.732383
H14 -2.288492 3.192622 -0.436085
H15 -2.830805 2.890497 -2.618296
H16 -4.185351 2.201225 -4.550173
F2 -4.902880 -0.235836 -5.067062
H17 -3.971057 -1.864308 -3.300546
H18 -4.154662 -1.714141 0.079898
H19 -4.002314 -2.870290 -1.233329
H20 -2.297850 -2.863587 1.310858
H21 -3.609453 -3.997061 0.960781
H22 -2.130159 -4.014087 -0.009404

Cartesian forces (eV/Å) of the 2 atoms listed first:
-0.1 0.1 -0.1
0.4 -0.3 0.3

HOMO level = -0.2819 Eh
energy above the lowest of the compared OMol25 structures with the same formula, charge and spin = 2.4 kcal/mol
SMILES = CCC(=O)c1cc(F)ccc1OCC(=O)N1CCN(c2ccc(F)cc2)CC1
multiplicity = 1
M = 388.414 g/mol
frontier orbital gap = 8.141 eV